A.
A single C4H5NO2S molecule, computed with wB97M-V/def2-TZVPD.

Its SMILES is C=CO/C=N\SC=O. The calculation puts the LUMO energy at 0.8 eV.

Positions of all 13 atoms, in Å:
1 C -3.83 0.48 0.69
2 C -2.85 -0.40 0.89
3 C -0.60 -1.02 0.66
4 C 2.74 0.08 -0.70
5 H -3.67 1.42 0.23
6 H -4.80 0.20 1.04
7 H -2.88 -1.33 1.48
8 H -0.94 -1.89 1.13
9 H 2.92 -0.94 -0.28
10 N 0.59 -0.90 0.31
11 O -1.58 -0.10 0.45
12 O 3.55 0.79 -1.26
13 S 1.04 0.53 -0.53

B.
A single C4H5NO2S molecule, computed with wB97M-V/def2-TZVPD.

Its SMILES is N/C(=C\C=S)C(=O)O. The calculation puts the LUMO energy at -1.6 eV.

Positions of all 13 atoms, in Å:
1 C -0.08 0.33 0.14
2 C -0.87 -0.80 0.01
3 C -0.52 -2.15 -0.09
4 C -0.64 1.71 0.01
5 H 1.71 -0.69 0.00
6 H 1.71 0.95 0.79
7 H -1.92 -0.63 0.11
8 H -1.34 -2.86 -0.06
9 H 1.11 2.07 -0.57
10 N 1.32 0.25 0.10
11 O 0.26 2.61 -0.44
12 O -1.83 1.97 0.14
13 S 1.07 -2.76 -0.14

C.
2 unconnected molecules or ions with the total composition C4H5NO2S, computed with wB97M-V/def2-TZVPD.

The calculation puts the LUMO energy at -0.3 eV.

Positions of all 13 atoms, in Å:
1 C 1.58 -0.27 0.23
2 C 0.94 -1.58 0.54
3 C 0.20 -0.47 -0.02
4 C -1.34 1.06 -0.82
5 H 2.10 0.09 2.21
6 H 2.18 -0.53 -0.77
7 H 0.84 -2.24 1.54
8 H 1.43 -2.38 -0.27
9 H -2.01 2.07 -0.92
10 N -1.19 0.19 -1.71
11 O 1.82 0.82 1.08
12 O -0.34 -0.79 -1.34
13 S -1.03 0.56 0.79

It is B that is most stable; the runner-up trails by 102.0 kJ/mol.

A.
A single C7H10N2O2 molecule, computed with wB97M-V/def2-TZVPD.

Its SMILES is O=C1CN2C(=O)CCC[C@@H]2N1. The calculation puts the LUMO energy at 0.6 eV.

Positions of all 21 atoms, in Å:
1 C -2.59 0.31 -0.02
2 C -1.58 1.46 0.13
3 C -0.53 -0.71 0.40
4 C 0.54 -1.39 -0.34
5 C 1.90 -0.95 0.18
6 C 2.06 0.50 -0.29
7 C 0.88 1.33 -0.08
8 H -1.63 2.21 -0.64
9 H -1.83 2.08 1.04
10 H -0.44 -0.92 1.46
11 H 0.47 -2.49 -0.33
12 H 0.47 -1.24 -1.43
13 H 2.65 -1.59 -0.31
14 H 2.03 -1.06 1.24
15 H 2.37 0.62 -1.31
16 H 2.82 0.92 0.33
17 H -2.41 -1.88 0.09
18 N -0.29 0.72 0.16
19 N -2.00 -0.92 0.04
20 O -3.76 0.43 -0.32
21 O 0.87 2.55 0.00

B.
A single C7H10N2O2 molecule, computed with wB97M-V/def2-TZVPD.

Its SMILES is C/[N+]([O-])=N\O[C@@H]1C=CC=CC1. The calculation puts the LUMO energy at 0.5 eV.

Positions of all 21 atoms, in Å:
1 C 0.89 0.84 -0.75
2 C 1.37 -0.86 1.07
3 C 1.17 -0.28 -1.74
4 C 1.00 -1.77 0.15
5 C 1.62 0.57 0.55
6 C 0.82 -1.52 -1.25
7 C -2.67 0.87 0.81
8 N -1.16 -0.27 -0.63
9 N -2.24 -0.32 -0.01
10 O -0.50 0.87 -0.54
11 O -3.04 -1.25 -0.16
12 H 1.14 1.76 -1.19
13 H 1.52 -1.12 2.13
14 H 1.09 -0.02 -2.88
15 H 1.07 -2.89 0.41
16 H 2.72 0.69 0.33
17 H 1.28 1.43 1.09
18 H 0.66 -2.43 -1.94
19 H -3.70 0.92 1.11
20 H -2.26 1.60 0.08
21 H -2.06 0.98 1.81

C.
2 unconnected molecules or ions with the total composition C7H10N2O2, computed with wB97M-V/def2-TZVPD.

Its SMILES is CC(C)=CC#N.NC(=O)C=O. The calculation puts the LUMO energy at 0.6 eV.

Positions of all 21 atoms, in Å:
1 C 0.88 -0.33 2.06
2 C 0.04 -1.50 -1.29
3 C -0.18 0.51 1.69
4 C -1.07 -2.39 -0.89
5 C -0.22 1.29 0.58
6 C -1.42 1.93 -0.10
7 C 1.08 1.70 0.04
8 N 1.69 -0.97 2.53
9 N 1.20 -1.81 -0.71
10 O -0.13 -0.74 -2.19
11 O -1.99 -2.11 -0.19
12 H -0.98 0.27 2.38
13 H -1.13 -3.32 -1.46
14 H -1.18 2.90 -0.20
15 H -2.40 1.83 0.29
16 H -1.59 1.41 -1.03
17 H 0.84 2.17 -0.88
18 H 1.64 0.81 -0.18
19 H 1.62 2.28 0.80
20 H 1.35 -2.61 -0.08
21 H 1.96 -1.31 -1.16

It is A that is most stable; the runner-up trails by 224.6 kJ/mol.

A.
A single C6H12ClNO molecule, computed with wB97M-V/def2-TZVPD.

The calculation puts the LUMO energy (alpha / beta) at 0.3 / 0.3 eV.

Positions of all 21 atoms, in Å:
1 C -1.18 0.89 -1.97
2 C -1.27 -0.69 -1.69
3 C 0.04 -0.33 0.20
4 C -0.86 -0.45 1.43
5 C 2.28 -0.29 1.72
6 C 1.53 -0.04 0.41
7 N -0.62 1.71 -1.02
8 O -0.21 -1.04 -0.88
9 Cl -1.75 2.34 0.10
10 H -0.49 1.02 -2.90
11 H -2.13 1.23 -2.27
12 H -2.29 -0.94 -1.40
13 H -1.07 -1.23 -2.55
14 H -0.15 -0.84 2.19
15 H -1.66 -1.18 1.25
16 H -1.38 0.47 1.60
17 H 2.47 -1.40 1.88
18 H 1.92 0.26 2.54
19 H 3.22 0.22 1.63
20 H 1.95 -0.61 -0.46
21 H 1.65 0.89 0.18

B.
A single C6H12ClNO molecule, computed with wB97M-V/def2-TZVPD.

Its SMILES is CN(Cl)[C@]1(O)CC1(C)C. The calculation puts the LUMO energy at 0.7 eV.

Positions of all 21 atoms, in Å:
1 C -1.00 0.77 0.67
2 C -0.84 -0.49 -0.08
3 C 0.30 0.53 -0.01
4 C -1.85 -0.57 -1.26
5 C -0.86 -1.74 0.80
6 C 2.45 1.25 0.76
7 N 1.50 0.15 0.57
8 O 0.49 1.30 -1.36
9 Cl 2.39 -0.97 -0.48
10 H -1.64 1.50 0.33
11 H -0.91 0.80 1.71
12 H -1.84 -1.52 -1.87
13 H -1.61 0.32 -2.01
14 H -2.91 -0.56 -0.81
15 H -0.18 -2.50 0.24
16 H -1.87 -2.13 0.90
17 H -0.31 -1.31 1.54
18 H 3.32 0.75 1.08
19 H 2.67 1.73 -0.21
20 H 2.15 2.03 1.52
21 H 0.53 0.65 -2.04

It is B that is most stable; the runner-up trails by 127.2 kJ/mol.

A.
A single C3H4O3 molecule, computed with wB97M-V/def2-TZVPD.

Its SMILES is O=CC(O)C=O. The calculation puts the LUMO energy at 0.0 eV.

Positions of all 10 atoms, in Å:
1 O -0.07 -0.80 -1.41
2 C 0.23 0.19 -0.47
3 C 1.00 -0.43 0.70
4 O 1.92 0.09 1.27
5 C -1.04 0.81 0.11
6 O -1.93 0.09 0.50
7 H -0.76 -1.37 -1.02
8 H 0.86 0.95 -0.95
9 H 0.61 -1.43 0.98
10 H -1.10 1.91 0.19

B.
A single C3H4O3 molecule, computed with wB97M-V/def2-TZVPD.

Its SMILES is O=CC(=O)CO. The calculation puts the LUMO energy at -0.8 eV.

Positions of all 10 atoms, in Å:
1 C 0.68 0.23 -0.79
2 C 0.17 -0.07 0.69
3 C -1.23 0.39 1.14
4 H 0.32 -1.66 -1.17
5 H 0.01 0.92 -1.46
6 H 1.77 0.55 -0.79
7 H -1.41 0.49 2.25
8 O 0.72 -0.89 -1.56
9 O 0.89 -0.66 1.50
10 O -1.91 0.69 0.20

C.
A molecular structure, C3H4O3, computed with wB97M-V/def2-TZVPD.

The calculation puts the LUMO energy at 0.3 eV.

Positions of all 10 atoms, in Å:
1 C -1.02 0.44 -0.19
2 C 0.30 0.80 0.27
3 C -0.37 -0.84 -0.46
4 O -2.07 0.89 0.16
5 O 1.40 1.18 -0.32
6 O -0.85 -2.00 0.09
7 H 0.29 1.12 1.26
8 H 0.37 -0.78 -1.26
9 H 2.00 1.67 0.31
10 H -0.04 -2.49 0.14

D.
2 unconnected molecules or ions with the total composition C3H4O3, computed with wB97M-V/def2-TZVPD.

The calculation puts the LUMO energy at 0.7 eV.

Positions of all 10 atoms, in Å:
1 C 1.96 -0.53 -0.31
2 C -1.74 -0.45 -0.49
3 C 2.67 0.55 -0.15
4 O 1.41 -1.55 -0.29
5 O -1.87 -1.74 -0.03
6 O -1.63 0.30 0.44
7 H 2.56 1.18 0.66
8 H 3.36 0.83 -1.04
9 H -1.99 -2.40 -0.78
10 H -1.50 -0.13 1.42

It is A that is most stable; the runner-up trails by 88.6 kJ/mol.

A.
A single C3H4O3 molecule, computed with wB97M-V/def2-TZVPD.

Its SMILES is O=CCOC=O. The calculation puts the LUMO energy at 0.7 eV.

Positions of all 10 atoms, in Å:
1 O 0.57 1.55 -0.20
2 C 1.20 0.53 -0.17
3 C 0.48 -0.82 -0.09
4 O -0.81 -0.56 -0.63
5 C -1.51 0.28 0.17
6 O -1.44 0.32 1.37
7 H 2.29 0.55 -0.28
8 H 1.01 -1.59 -0.67
9 H 0.37 -1.18 0.94
10 H -2.17 0.91 -0.44

B.
A single C3H4O3 molecule, computed with wB97M-V/def2-TZVPD.

Its SMILES is O=C1CC1(O)O. The calculation puts the LUMO energy at 0.5 eV.

Positions of all 10 atoms, in Å:
1 C -1.23 0.14 0.06
2 C -0.23 1.23 0.00
3 C 0.21 -0.25 0.05
4 O -2.38 -0.16 0.18
5 O 0.86 -0.76 -1.07
6 O 0.70 -0.89 1.16
7 H 0.02 1.87 -0.87
8 H -0.05 1.84 0.88
9 H 0.59 -1.68 -1.29
10 H 1.51 -1.34 0.91

C.
A single C3H4O3 molecule, computed with wB97M-V/def2-TZVPD.

The calculation puts the LUMO energy at 0.4 eV.

Positions of all 10 atoms, in Å:
1 O 0.80 -1.22 -1.64
2 C 0.59 -0.20 -0.76
3 C -0.03 -0.37 0.55
4 O 1.35 -0.17 0.46
5 C -1.14 1.67 0.48
6 O -0.77 0.65 1.20
7 H 0.74 -2.07 -1.18
8 H 0.52 0.76 -1.27
9 H -0.35 -1.33 0.94
10 H -1.70 2.28 1.22

It is A that is most stable; the runner-up trails by 150.4 kJ/mol.

A.
A molecular structure, C3H4O3, computed with wB97M-V/def2-TZVPD.

The calculation puts the LUMO energy at 0.3 eV.

Positions of all 10 atoms, in Å:
1 O 0.30 -0.92 -1.67
2 C 0.21 0.05 -0.72
3 C 0.55 -0.46 0.65
4 O 1.70 -0.34 0.99
5 C -1.17 1.10 0.26
6 O -0.64 0.89 1.33
7 H 0.03 -1.79 -1.32
8 H 0.84 0.88 -1.05
9 H -0.16 -1.24 1.03
10 H -1.98 1.87 0.41

B.
3 unconnected molecules or ions with the total composition C3H4O3, computed with wB97M-V/def2-TZVPD.

The calculation puts the LUMO energy at 0.6 eV.

Positions of all 10 atoms, in Å:
1 O 2.74 -0.06 -0.35
2 C 1.61 -0.03 -0.34
3 O 0.65 2.56 0.01
4 C -0.51 2.23 -0.04
5 C -0.58 -2.21 0.22
6 O 0.55 -2.60 0.07
7 H -1.33 2.92 0.23
8 H -0.80 1.21 -0.35
9 H -0.82 -1.14 0.40
10 H -1.45 -2.89 0.17

C.
3 unconnected molecules or ions with the total composition C3H4O3, computed with wB97M-V/def2-TZVPD.

The calculation puts the LUMO energy at 0.2 eV.

Positions of all 10 atoms, in Å:
1 O -1.20 2.80 0.61
2 C -0.29 2.25 0.21
3 O -1.15 0.40 -1.77
4 C -0.36 -0.50 -1.63
5 C 0.73 -0.76 1.43
6 O 0.58 0.25 2.06
7 H -0.67 -1.56 -1.67
8 H 0.72 -0.31 -1.46
9 H -0.12 -1.39 1.12
10 H 1.74 -1.13 1.13

It is B that is most stable; the runner-up trails by 6.0 kJ/mol.